# 1
{
  "formula": "C3H5NO4",
  "method": "ωB97M-V/def2-TZVPD",
  "homo_lumo_gap_ev": 9.6,
  "e_above_lowest_ev": 3.998,
  "smiles": "[O-][N+]1=CCOC1(O)O",
  "lumo_energy_ev": 0.65,
  "elements": ["O", "N", "C", "C", "O", "C", "O", "O", "H", "H", "H", "H", "H"],
  "xyz": [[1.6012, -0.9609, 1.1439], [0.9309, -0.4070, 0.2763], [0.9025, -0.5688, -1.0284], [-0.3502, 0.0885, -1.5337], [-0.9962, 0.6172, -0.3511], [-0.2449, 0.3481, 0.6898], [0.0904, 1.5620, 1.2363], [-0.7729, -0.5800, 1.5880], [1.3957, -1.4026, -1.5034], [-0.0798, 0.9603, -2.1966], [-1.0775, -0.6693, -2.1423], [0.3420, 1.3235, 2.2057], [-1.7413, -0.3111, 1.6154]]
}

=====

# 2
{
  "formula": "C3H5NO4",
  "method": "ωB97M-V/def2-TZVPD",
  "homo_lumo_gap_ev": 10.6,
  "e_above_lowest_ev": 3.261,
  "smiles": "O=CCOC(=O)NO",
  "lumo_energy_ev": 0.58,
  "elements": ["O", "C", "C", "O", "C", "O", "N", "O", "H", "H", "H", "H", "H"],
  "xyz": [[-2.4635, -0.9712, -1.0129], [-2.5004, -0.0828, -0.1712], [-1.3029, 0.2654, 0.7054], [-0.0225, -0.3247, 0.1330], [0.9441, 0.5021, -0.2327], [0.8620, 1.6977, -0.5608], [2.1079, -0.1744, -0.6611], [2.5267, -1.1752, 0.1991], [-3.4062, 0.4834, 0.0886], [-1.4416, -0.1727, 1.7317], [-1.1118, 1.2887, 0.8713], [2.8566, 0.4572, -0.7225], [2.9518, -1.7936, -0.3679]]
}

=====

# 3
{
  "formula": "C3H5NOS",
  "method": "ωB97M-V/def2-TZVPD",
  "homo_lumo_gap_ev": 8.5,
  "e_above_lowest_ev": 3.400,
  "smiles": "O/N=C/CC=S",
  "lumo_energy_ev": -0.46,
  "elements": ["O", "N", "C", "C", "C", "S", "H", "H", "H", "H", "H"],
  "xyz": [[3.2951, 0.3526, -0.1808], [2.0236, -0.3720, -0.3885], [1.2518, -0.0200, 0.4912], [-0.1843, -0.5292, 0.3963], [-1.2456, 0.5212, 0.1439], [-2.7199, 0.0149, -0.2236], [3.9469, -0.0869, -0.7586], [1.6846, 0.6318, 1.2228], [-0.2420, -1.1958, -0.4568], [-0.4231, -1.2361, 1.2134], [-0.9057, 1.5999, 0.3338]]
}

=====

# 4
{
  "formula": "C3H5NOS",
  "method": "ωB97M-V/def2-TZVPD",
  "homo_lumo_gap_ev": [7.4, 7.4],
  "e_above_lowest_ev": 7.680,
  "lumo_energy_ev": [-0.65, -0.65],
  "elements": ["C", "C", "C", "N", "O", "S", "H", "H", "H", "H", "H"],
  "xyz": [[0.4098, -1.4322, 0.2432], [-0.2006, 0.4897, 2.2233], [-0.3543, 0.8269, -0.0905], [0.2988, -0.3796, -0.4201], [-1.0138, 0.6742, 1.2225], [1.1006, 0.0936, -2.3066], [1.1074, -2.2512, 0.1152], [-0.8704, 0.1250, 3.1021], [0.4494, 1.4772, -0.1209], [-1.1428, 1.0886, -0.8420], [0.2158, -0.7123, -3.1263]]
}

=====

# 5
{
  "formula": "C3H5NOS",
  "method": "ωB97M-V/def2-TZVPD",
  "homo_lumo_gap_ev": 9.7,
  "e_above_lowest_ev": 4.530,
  "smiles": "CSO[C@@H]1C=N1",
  "lumo_energy_ev": 0.98,
  "elements": ["C", "S", "O", "C", "C", "N", "H", "H", "H", "H", "H"],
  "xyz": [[0.1839, 1.6447, 1.5928], [-0.7503, 0.7878, 0.2334], [0.2921, -0.4107, -0.5140], [1.0918, 0.1568, -1.5927], [2.2979, 0.5515, -1.0387], [1.6276, 1.5337, -1.2068], [0.5709, 0.8440, 2.2634], [-0.6447, 2.3022, 2.0942], [0.9382, 2.3319, 1.2305], [0.6484, -0.1637, -2.4247], [3.1392, 0.2568, -0.5017]]
}

=====

# 6
{
  "formula": "C3H5NOS",
  "method": "ωB97M-V/def2-TZVPD",
  "homo_lumo_gap_ev": 9.1,
  "e_above_lowest_ev": 3.081,
  "smiles": "C=NOC(C)=S",
  "lumo_energy_ev": 0.34,
  "elements": ["C", "N", "O", "C", "C", "S", "H", "H", "H", "H", "H"],
  "xyz": [[-0.1348, 1.1461, -2.2632], [0.4331, 0.9574, -1.1732], [-0.0632, -0.1296, -0.4477], [0.5638, -0.2058, 0.8248], [-0.3076, -1.1150, 1.6554], [1.8321, 0.6008, 1.3960], [-0.9421, 0.5436, -2.7109], [0.1192, 2.1015, -2.8457], [-1.1539, -0.4381, 1.9216], [-0.6106, -2.0598, 1.1320], [0.2640, -1.4010, 2.5111]]
}

=====

# 7
{
  "formula": "C3H5NOS",
  "method": "ωB97M-V/def2-TZVPD",
  "homo_lumo_gap_ev": 9.0,
  "e_above_lowest_ev": 3.956,
  "smiles": "[O-][N+]1=CCCS1",
  "lumo_energy_ev": 0.51,
  "elements": ["O", "N", "C", "C", "C", "S", "H", "H", "H", "H", "H"],
  "xyz": [[-2.5587, -1.0192, -0.0144], [-1.4588, -0.5251, 0.0522], [-0.2719, -1.1055, -0.1483], [0.8733, -0.2362, 0.2030], [0.6261, 1.1554, -0.1545], [-1.3238, 1.2671, 0.0909], [-0.5749, -2.1676, -0.1836], [1.0976, -0.2934, 1.2883], [1.8646, -0.5172, -0.2963], [0.9444, 2.0566, 0.4473], [0.7822, 1.3850, -1.2846]]
}

=====

# 8
{
  "formula": "C3H5NOS",
  "method": "ωB97M-V/def2-TZVPD",
  "homo_lumo_gap_ev": [7.3, 7.3],
  "e_above_lowest_ev": 5.778,
  "lumo_energy_ev": [-0.16, -0.16],
  "elements": ["C", "C", "C", "N", "O", "S", "H", "H", "H", "H", "H"],
  "xyz": [[-0.2922, -0.1002, 1.0118], [1.6095, 1.3566, 1.5280], [-0.4730, -1.0230, -0.1418], [0.6972, 0.7115, 1.1326], [-0.9008, 1.8528, -0.5926], [-1.0650, 0.7621, -1.5909], [-0.9311, -0.1831, 1.9647], [1.7690, 2.4560, 1.6738], [0.3404, -1.3144, -0.6920], [-1.3333, -1.7572, -0.2353], [0.0620, 0.7284, -2.2892]]
}

=====

# 9
{
  "formula": "C3H5NOS",
  "method": "ωB97M-V/def2-TZVPD",
  "homo_lumo_gap_ev": 10.0,
  "e_above_lowest_ev": 2.734,
  "lumo_energy_ev": 0.50,
  "elements": ["C", "C", "C", "N", "O", "S", "H", "H", "H", "H", "H"],
  "xyz": [[-1.5492, 0.1802, -0.0821], [-0.3822, -0.6450, -0.7491], [0.6860, -0.3152, 0.3196], [-0.8378, 0.6603, 1.0287], [-2.6422, 0.3794, -0.5636], [2.0078, 0.6066, -0.3599], [-0.4423, -1.7358, -0.8809], [0.1022, -0.0755, -1.6619], [0.9015, -0.8490, 1.1782], [-0.8506, 1.6003, 1.3786], [3.0067, 0.1937, 0.3925]]
}

=====

# 10
{
  "formula": "C3H5NOS",
  "method": "ωB97M-V/def2-TZVPD",
  "s_squared": 2.01,
  "homo_lumo_gap_ev": [5.0, 6.7],
  "e_above_lowest_ev": 2.205,
  "spin_multiplicity": 3,
  "lumo_energy_ev": [0.72, -2.95],
  "elements": ["C", "C", "C", "N", "O", "S", "H", "H", "H", "H", "H"],
  "xyz": [[0.9530, 0.8793, 0.0270], [1.2636, -0.5373, -0.3486], [-1.0326, -0.0903, 0.6058], [-0.1317, 1.0252, 0.6237], [-1.8532, 0.1791, -0.5769], [0.0466, -1.5732, 0.4130], [1.6011, 1.7052, -0.0812], [1.1886, -0.5431, -1.4685], [2.2536, -0.9919, 0.0612], [-1.5554, -0.0488, 1.4929], [-2.7337, -0.0041, -0.7484]]
}

=====

# 11
{
  "formula": "C3H5NOS2",
  "method": "ωB97M-V/def2-TZVPD",
  "homo_lumo_gap_ev": 8.8,
  "e_above_lowest_ev": 2.573,
  "smiles": "S/N=C1/OCCS1",
  "lumo_energy_ev": 0.50,
  "elements": ["S", "N", "C", "O", "C", "C", "S", "H", "H", "H", "H", "H"],
  "xyz": [[0.2997, -2.4992, -2.4570], [1.0576, -1.6689, -1.2802], [0.6005, -0.8012, -0.5398], [1.2698, -0.2265, 0.5234], [0.6501, 0.8877, 1.2411], [-0.8665, 1.0157, 0.7151], [-0.8434, -0.0460, -0.8710], [-0.9954, -2.0334, -2.6001], [1.2360, 1.7437, 1.0032], [0.6442, 1.0373, 2.2982], [-1.2892, 1.9847, 0.4705], [-1.7633, 0.6062, 1.4965]]
}

=====

# 12
{
  "formula": "C3H5NOS2",
  "method": "ωB97M-V/def2-TZVPD",
  "homo_lumo_gap_ev": 9.5,
  "e_above_lowest_ev": 1.880,
  "smiles": "O/N=C1/CSCS1",
  "lumo_energy_ev": 0.73,
  "elements": ["O", "N", "C", "C", "S", "C", "S", "H", "H", "H", "H", "H"],
  "xyz": [[1.4736, 1.9603, 1.2245], [0.8112, 1.9115, 0.0242], [0.1080, 0.8099, 0.0251], [-0.7529, 0.5543, -1.1755], [-0.7728, -1.2394, -1.4414], [-0.7479, -1.6366, 0.2942], [0.3447, -0.5082, 1.1795], [1.8747, 2.8444, 1.3380], [-0.4189, 1.0742, -2.0745], [-1.7028, 0.9374, -0.9232], [-0.2755, -2.6163, 0.3027], [-1.7369, -1.7064, 0.7186]]
}

=====

# 13
{
  "formula": "C3H5NOSe",
  "method": "ωB97M-V/def2-TZVPD",
  "homo_lumo_gap_ev": 8.7,
  "e_above_lowest_ev": 2.231,
  "lumo_energy_ev": 0.13,
  "elements": ["C", "C", "C", "N", "O", "Se", "H", "H", "H", "H", "H"],
  "xyz": [[-1.0016, -0.8315, -0.3686], [0.3051, -1.5813, -0.2655], [0.4016, 1.1277, -0.5929], [-0.8291, 0.5246, -0.3189], [-2.1308, -1.3551, -0.3009], [1.7558, -0.4201, -0.3668], [-0.1237, -1.9176, 1.2812], [0.5849, -2.5173, -0.6152], [0.4487, 1.5427, -1.7804], [0.7107, 1.9677, 0.0594], [-1.7276, 0.9251, -0.0730]]
}

=====

# 14
{
  "formula": "C3H5NS",
  "method": "ωB97M-V/def2-TZVPD",
  "homo_lumo_gap_ev": [8.1, 7.6],
  "e_above_lowest_ev": 3.255,
  "lumo_energy_ev": [-0.10, -0.52],
  "elements": ["C", "C", "C", "N", "S", "H", "H", "H", "H", "H"],
  "xyz": [[-0.4698, 0.9291, 0.0443], [0.4172, 1.4289, -0.7185], [-0.6120, -0.6117, 0.3267], [0.6182, -1.2909, 0.2488], [1.4878, -1.1212, -1.1602], [-1.2539, 1.4605, 0.5695], [0.9916, 2.1166, -1.2717], [-1.0631, -0.7472, 1.3116], [-1.2993, -0.9863, -0.4359], [1.1834, -1.1778, 1.0854]]
}

=====

# 15
{
  "formula": "C3H5NS",
  "method": "ωB97M-V/def2-TZVPD",
  "homo_lumo_gap_ev": 8.5,
  "e_above_lowest_ev": 2.794,
  "smiles": "S=C1CNC1",
  "lumo_energy_ev": -0.24,
  "elements": ["S", "C", "C", "N", "C", "H", "H", "H", "H", "H"],
  "xyz": [[-1.7795, 1.4786, -1.3136], [-0.5985, 0.6880, -0.6014], [0.9200, 0.6727, -0.1594], [0.8539, -0.8868, 0.1713], [-0.6694, -0.7370, 0.1706], [1.5052, 0.7265, -1.0504], [1.1559, 1.2366, 0.7496], [0.8672, -0.7884, 1.2519], [-1.0416, -0.7359, 1.0666], [-1.2133, -1.6545, -0.2850]]
}

=====

# 16
{
  "formula": "C3H5NS",
  "method": "ωB97M-V/def2-TZVPD",
  "homo_lumo_gap_ev": 9.3,
  "e_above_lowest_ev": 5.000,
  "lumo_energy_ev": 0.59,
  "elements": ["C", "C", "C", "N", "S", "H", "H", "H", "H", "H"],
  "xyz": [[1.0947, -0.0256, 0.5127], [0.0749, 0.5932, 1.1446], [0.5345, -0.0316, -0.8434], [-1.7839, -0.6540, 0.0671], [-1.0663, 0.6433, -0.2071], [2.1608, -0.2356, 0.8391], [-0.1452, 0.5467, 2.2741], [1.4202, 0.6355, -1.9532], [0.4458, -0.8814, -1.5117], [-2.7355, -0.5907, -0.3222]]
}

=====

# 17
{
  "formula": "C3H5NS",
  "method": "ωB97M-V/def2-TZVPD",
  "homo_lumo_gap_ev": 8.9,
  "e_above_lowest_ev": 0.610,
  "smiles": "C=CNC=S",
  "lumo_energy_ev": 0.36,
  "elements": ["C", "C", "N", "C", "S", "H", "H", "H", "H", "H"],
  "xyz": [[0.4708, 2.0385, -0.2787], [1.2640, 1.0250, -0.7157], [1.0653, -0.3261, -0.4351], [0.0791, -1.0679, 0.1268], [-1.4461, -0.8053, 0.6312], [-0.4589, 1.9142, 0.3310], [0.7809, 3.0440, -0.4692], [2.1769, 1.2143, -1.3026], [1.8153, -0.9325, -0.7280], [0.4821, -2.0459, 0.3210]]
}

=====

# 18
{
  "formula": "C3H5NS2",
  "method": "ωB97M-V/def2-TZVPD",
  "homo_lumo_gap_ev": 8.4,
  "e_above_lowest_ev": 1.827,
  "lumo_energy_ev": -0.29,
  "elements": ["C", "C", "C", "H", "H", "H", "H", "H", "N", "S", "S"],
  "xyz": [[1.6437, -0.8574, -0.0334], [1.2116, 0.6133, -0.0016], [-2.6246, 0.4344, 0.0286], [1.0528, -1.4833, -0.7229], [2.6970, -0.8869, -0.3324], [1.6441, -1.2482, 1.0194], [2.0589, 1.3545, -0.0498], [-2.5404, 1.4618, -0.1212], [0.0405, 1.0511, 0.0695], [-1.0329, -0.2512, 0.1398], [-4.1508, -0.1882, 0.0041]]
}

=====

# 19
{
  "formula": "C3H5NS2",
  "method": "ωB97M-V/def2-TZVPD",
  "homo_lumo_gap_ev": 8.8,
  "e_above_lowest_ev": 2.901,
  "smiles": "S=C1NCCS1",
  "lumo_energy_ev": 0.42,
  "elements": ["S", "C", "N", "C", "C", "S", "H", "H", "H", "H", "H"],
  "xyz": [[1.9007, 1.0523, 0.4077], [0.6877, -0.0545, -0.0499], [0.4365, -1.2968, -0.1373], [-0.8995, -1.6598, 0.0270], [-1.9472, -0.5433, -0.3345], [-0.8871, 0.8511, -0.2174], [0.9671, -2.0450, 0.4078], [-0.6764, -1.8188, 1.1433], [-1.1637, -2.4170, -0.6085], [-2.5754, -0.8660, -1.4118], [-2.8690, -0.6858, 0.5302]]
}

=====

# 20
{
  "formula": "C3H5NS2",
  "method": "ωB97M-V/def2-TZVPD",
  "homo_lumo_gap_ev": 9.2,
  "e_above_lowest_ev": 1.515,
  "lumo_energy_ev": 0.57,
  "elements": ["C", "C", "C", "H", "H", "H", "H", "H", "N", "S", "S"],
  "xyz": [[0.4854, -0.4478, 0.3683], [0.6830, 0.9761, 0.0469], [-0.9571, -0.6240, 0.1739], [2.1380, -0.9537, -1.2414], [0.8311, -0.5882, 1.4474], [1.0331, 1.2615, -0.9384], [1.3758, 1.4939, 0.7330], [-1.2172, -1.6250, 0.0030], [-1.7819, 0.3124, 0.0624], [1.4670, -1.8341, -0.5188], [-1.0268, 1.7591, 0.2703]]
}